{
  "formula": "C23H39BF6N2O6P",
  "method": "ωB97M-V with the def2-TZVPD basis set",
  "orbital_gap_ev": 8.839,
  "total_energy_ev": -66014.3221,
  "total_charge": 1,
  "lumo_energy_ev": -4.411,
  "elements": ["C", "C", "C", "C", "C", "C", "C", "C", "C", "C", "C", "C", "C", "B", "O", "C", "C", "N", "N", "P", "O", "H", "H", "H", "H", "H", "H", "H", "H", "H", "H", "H", "H", "H", "H", "H", "H", "H", "H", "H", "H", "H", "H", "H", "H", "H", "H", "H", "H", "H", "C", "C", "O", "C", "O", "C", "F", "F", "F", "H", "H", "H", "H", "H", "C", "C", "O", "C", "O", "C", "F", "F", "F", "H", "H", "H", "H", "H"],
  "positions_angstrom": [[2.143, -2.700, 1.534], [3.658, -2.580, 1.800], [4.477, -2.322, 0.539], [4.267, -0.937, -0.115], [3.837, 0.180, 0.833], [3.706, 1.504, 0.095], [3.228, 2.673, 0.962], [1.862, 2.462, 1.621], [0.675, 2.988, 0.762], [-0.315, 1.896, 0.504], [0.137, 0.646, 0.052], [-0.779, -0.348, -0.122], [-2.144, -0.125, 0.160], [-3.281, -1.261, 0.048], [-3.560, -1.816, -1.158], [-4.032, -1.643, 1.358], [-5.107, -2.711, 1.177], [-2.547, 1.062, 0.551], [-1.629, 2.025, 0.689], [-2.407, 3.590, 1.151], [-3.797, 3.641, 0.717], [1.616, -1.777, 1.777], [1.975, -2.945, 0.486], [1.715, -3.491, 2.140], [3.859, -1.847, 2.578], [3.988, -3.535, 2.207], [4.175, -3.077, -0.184], [5.533, -2.440, 0.765], [5.207, -0.626, -0.568], [3.523, -1.019, -0.909], [4.566, 0.316, 1.633], [2.894, -0.104, 1.298], [3.045, 1.407, -0.774], [4.682, 1.777, -0.304], [3.961, 2.874, 1.740], [3.202, 3.567, 0.339], [1.700, 1.421, 1.884], [1.859, 3.010, 2.559], [0.253, 3.852, 1.261], [1.061, 3.304, -0.207], [1.187, 0.490, -0.140], [-0.464, -1.327, -0.457], [-2.825, -2.163, -1.672], [-4.438, -0.711, 1.766], [-3.263, -1.958, 2.071], [-4.647, -3.689, 1.159], [-5.706, -2.533, 0.291], [-5.780, -2.712, 2.032], [-1.587, 4.527, 0.515], [-2.279, 3.659, 2.545], [-0.892, -8.726, 1.063], [-1.115, -8.248, -0.354], [-1.703, -6.922, -0.372], [-0.873, -5.914, -0.220], [0.312, -5.939, -0.069], [-1.661, -4.592, -0.306], [-2.783, -4.613, 0.408], [-1.978, -4.320, -1.583], [-0.919, -3.567, 0.139], [-1.823, -8.693, 1.628], [-0.525, -9.751, 1.052], [-0.159, -8.104, 1.577], [-1.836, -8.876, -0.871], [-0.192, -8.239, -0.931], [-2.764, 6.396, -2.355], [-1.748, 5.938, -3.376], [-0.745, 6.949, -3.604], [0.226, 6.976, -2.710], [0.351, 6.253, -1.761], [1.254, 8.067, -3.077], [0.647, 9.199, -3.423], [1.995, 7.645, -4.106], [2.053, 8.305, -2.046], [-3.249, 7.320, -2.667], [-3.529, 5.630, -2.230], [-2.289, 6.574, -1.389], [-2.213, 5.757, -4.341], [-1.249, 5.021, -3.064]],
  "forces_ev_per_a": [[0.4, 0.2, 0.1], [-0.3, -0.4, 0.0], [-0.3, 0.6, 0.1], [0.0, -0.1, 0.4], [0.1, 0.0, -0.3], [-0.1, 0.3, 0.2], [0.0, -0.3, -0.1], [0.0, 0.6, 0.0], [0.2, -0.4, 0.2], [0.1, -0.3, -0.2], [-0.3, 0.0, 0.0], [0.3, -0.1, -0.1], [0.1, -0.1, -0.1], [-0.1, 0.2, 0.2], [0.2, -0.5, 0.4], [-0.2, 0.3, -0.6], [-0.1, 0.2, 0.7], [0.0, 0.0, 0.1], [0.3, 0.5, 0.3], [-1.3, 0.3, -0.3], [-0.1, -0.1, -0.2], [-0.1, 0.1, -0.1], [-0.2, -0.1, -0.1], [-0.2, -0.1, 0.0], [0.0, 0.1, 0.0], [0.1, -0.1, 0.1], [0.3, -0.2, -0.1], [0.1, -0.2, 0.0], [0.0, 0.0, -0.3], [0.0, 0.1, -0.1], [0.0, -0.1, 0.1], [0.0, 0.0, 0.2], [0.0, -0.1, -0.1], [0.1, 0.0, -0.2], [0.1, -0.1, 0.1], [0.0, 0.2, 0.1], [0.1, -0.1, 0.1], [-0.1, 0.0, 0.1], [-0.2, 0.1, -0.1], [-0.1, 0.2, -0.1], [0.1, 0.0, 0.0], [0.1, 0.0, 0.0], [0.0, 0.4, -0.4], [0.0, 0.0, 0.2], [0.0, 0.0, 0.1], [-0.1, -0.2, -0.3], [0.0, -0.1, -0.2], [-0.1, 0.0, 0.0], [0.4, -0.2, 0.2], [0.6, -0.1, 0.0], [0.0, 0.2, 0.1], [0.1, -0.4, 0.0], [0.0, 0.1, 0.0], [0.0, -0.2, 0.0], [0.1, 0.1, 0.0], [0.0, 0.1, 0.0], [0.1, -0.1, -0.1], [0.0, 0.0, -0.1], [0.1, 0.0, 0.0], [0.0, -0.1, 0.0], [0.0, 0.0, 0.0], [0.0, 0.0, 0.0], [-0.1, 0.1, 0.0], [0.0, 0.1, 0.0], [0.0, 0.1, 0.1], [-0.4, -0.3, 0.0], [0.2, 0.0, 0.1], [-0.1, 0.0, -0.1], [0.1, 0.0, 0.1], [-0.1, 0.0, 0.1], [0.0, 0.1, 0.0], [0.1, 0.0, -0.1], [0.1, 0.0, 0.1], [0.0, 0.0, -0.1], [0.0, 0.0, 0.0], [0.0, 0.0, 0.0], [0.1, 0.2, -0.1], [0.0, 0.0, 0.0]]
}

{
  "formula": "C2H6N2S",
  "method": "ωB97M-V with the def2-TZVPD basis set",
  "orbital_gap_ev": 8.238,
  "smiles": "NC/C=N/S",
  "total_energy_ev": -15981.8374,
  "total_charge": 0,
  "lumo_energy_ev": -0.295,
  "elements": ["C", "C", "H", "H", "H", "H", "H", "H", "N", "N", "S"],
  "positions_angstrom": [[0.187, 0.063, -1.906], [-0.454, 0.548, -0.649], [2.366, -0.259, -1.292], [2.074, 0.024, -2.979], [0.327, -1.124, -1.678], [-0.234, 0.352, -2.951], [-0.429, 1.587, -0.195], [-1.977, -0.917, 2.349], [1.603, 0.311, -2.002], [-0.461, -0.443, 0.390], [-0.532, -0.150, 2.085]],
  "forces_ev_per_a": [[0.5, -4.5, -1.1], [1.6, -2.3, 7.0], [-3.6, 1.9, -2.1], [-2.1, 1.0, 2.7], [-2.3, 2.2, -1.0], [0.2, -0.6, 2.2], [-0.3, -0.8, -1.3], [3.4, 1.6, -0.6], [6.4, -0.4, -0.5], [-0.2, 2.6, -4.9], [-3.6, -0.7, -0.3]]
}

{
  "formula": "C9H27FN6O19P2",
  "method": "ωB97M-V with the def2-TZVPD basis set",
  "orbital_gap_ev": 9.611,
  "smiles": "O=P(O)(O)O[P@](=O)(O)OCCCF.C[N+](=O)[O-].C[N+](=O)[O-].C[N+](=O)[O-].C[N+](=O)[O-].C[N+](=O)[O-].C[N+](=O)[O-]",
  "total_energy_ev": -78892.6401,
  "total_charge": 0,
  "lumo_energy_ev": -0.769,
  "elements": ["O", "P", "O", "O", "O", "P", "O", "O", "O", "C", "C", "C", "F", "H", "H", "H", "H", "H", "H", "H", "H", "H", "C", "N", "O", "O", "H", "H", "H", "C", "N", "O", "O", "H", "H", "H", "C", "N", "O", "O", "H", "H", "H", "C", "N", "O", "O", "H", "H", "H", "C", "N", "O", "O", "H", "H", "H", "C", "N", "O", "O", "H", "H", "H"],
  "positions_angstrom": [[2.275, -2.078, 5.415], [2.886, -3.113, 4.374], [4.327, -2.455, 3.624], [3.420, -4.503, 5.344], [1.713, -3.747, 3.252], [1.151, -2.538, 2.131], [0.341, -1.395, 2.863], [-0.005, -3.327, 1.041], [2.527, -2.000, 1.212], [2.397, -0.604, 0.767], [2.788, 0.499, 1.962], [3.707, 1.746, 1.412], [5.007, 1.827, 2.168], [5.016, -2.195, 4.308], [4.429, -4.494, 5.357], [-0.926, -3.121, 1.405], [1.375, -0.350, 0.236], [3.233, -0.447, -0.070], [1.779, 0.985, 2.376], [3.297, -0.046, 2.891], [3.119, 2.771, 1.571], [3.924, 1.593, 0.270], [-0.723, 2.041, -2.006], [0.751, 1.845, -1.981], [1.233, 1.297, -0.982], [1.384, 2.246, -2.965], [-1.148, 1.643, -1.082], [-0.911, 3.114, -2.086], [-1.113, 1.503, -2.872], [-5.239, 2.469, -3.520], [-3.814, 2.302, -3.125], [-3.406, 1.147, -2.952], [-3.145, 3.334, -3.000], [-5.704, 1.483, -3.592], [-5.726, 3.070, -2.749], [-5.255, 2.975, -4.487], [-2.621, -0.428, -0.105], [-3.074, -1.152, 1.114], [-3.845, -0.555, 1.874], [-2.642, -2.300, 1.273], [-3.077, 0.564, -0.116], [-1.533, -0.352, -0.058], [-2.942, -1.009, -0.972], [0.579, 4.673, 1.699], [0.262, 4.378, 0.275], [1.205, 4.371, -0.525], [-0.924, 4.161, 0.001], [1.653, 4.842, 1.794], [0.021, 5.567, 1.982], [0.271, 3.808, 2.291], [-7.143, -2.230, -2.539], [-6.282, -1.027, -2.695], [-5.144, -1.080, -2.214], [-6.772, -0.064, -3.296], [-6.587, -2.995, -1.994], [-8.032, -1.928, -1.981], [-7.403, -2.581, -3.540], [5.675, -3.103, -0.860], [5.458, -1.936, -1.757], [4.611, -1.105, -1.409], [6.145, -1.887, -2.784], [5.007, -3.017, 0.000], [5.450, -4.005, -1.433], [6.719, -3.085, -0.541]],
  "forces_ev_per_a": [[2.2, -3.9, -4.6], [-0.4, 2.5, 5.5], [-1.9, -1.7, 1.4], [0.6, 2.5, -2.9], [2.6, 2.8, -0.7], [-3.8, 3.3, 0.0], [3.3, -4.0, -2.6], [2.5, 1.3, 2.8], [-3.3, -1.2, 1.9], [1.1, 2.6, -1.0], [-0.9, 0.2, 0.5], [-0.4, -0.3, 0.1], [-2.7, -0.2, -1.6], [-1.6, -0.4, -0.8], [-1.9, -0.1, -0.2], [1.5, 0.0, -0.4], [2.1, -0.9, 1.6], [-2.1, -0.8, 2.0], [2.2, -1.3, -0.8], [-1.0, 1.2, -2.2], [1.7, -2.2, -0.3], [-0.1, 0.4, 2.3], [0.1, -0.1, -0.2], [0.8, 0.3, -0.6], [-0.2, 0.8, -1.2], [-0.8, -0.8, 1.8], [0.2, 0.2, -0.3], [0.1, -0.4, -0.1], [0.2, 0.2, 0.2], [-0.2, -0.2, -0.2], [0.7, 0.1, 0.1], [-0.3, 1.6, -0.2], [-0.9, -1.6, -0.1], [0.4, 0.5, 0.1], [0.2, 0.0, -0.2], [0.1, 0.1, 0.3], [0.0, 0.2, -0.2], [-0.5, 0.2, 1.0], [1.3, -1.4, -1.1], [-0.8, 1.3, 0.1], [0.0, -0.3, 0.1], [-0.1, -0.2, 0.0], [0.1, 0.1, 0.2], [0.3, 0.1, 0.2], [0.1, -0.1, -0.9], [-1.6, 0.0, 1.0], [1.6, 0.4, 0.3], [-0.3, -0.1, -0.2], [0.0, -0.3, 0.0], [-0.1, 0.2, -0.1], [0.0, -0.3, 0.1], [1.0, 0.4, 0.2], [-1.9, 0.3, -0.8], [0.5, -1.5, 0.8], [0.0, 0.3, -0.1], [0.1, 0.0, -0.2], [0.0, 0.2, 0.2], [-0.1, -0.1, 0.3], [-0.1, 0.8, -0.8], [1.4, -1.1, -0.9], [-1.1, 0.1, 1.5], [0.1, 0.1, -0.2], [0.2, 0.2, 0.0], [-0.2, 0.0, -0.2]]
}